No. 1
{
  "formula": "C43H34N4O4P2S4Ti",
  "method": "wB97M-V/def2-TZVPD",
  "total_charge": 0,
  "energy_ha": -5304.17368,
  "e_above_lowest_kj_mol": 0.00,
  "homo_lumo_gap_ev": 6.4,
  "max_force_ev_per_a": 2.0,
  "e_homo_ev": -6.61,
  "elements": ["Ti", "O", "C", "N", "C", "C", "C", "C", "C", "C", "N", "C", "O", "C", "C", "C", "C", "C", "N", "C", "C", "C", "C", "C", "N", "H", "H", "H", "H", "H", "H", "H", "H", "H", "H", "H", "H", "O", "P", "C", "P", "O", "C", "C", "C", "C", "C", "C", "C", "C", "C", "C", "C", "C", "C", "C", "C", "C", "C", "C", "C", "C", "C", "C", "C", "C", "H", "H", "H", "H", "H", "H", "H", "H", "H", "H", "H", "H", "H", "H", "H", "H", "H", "H", "H", "H", "H", "H", "S", "S", "S", "S"],
  "coordinates": [[0.388462, -2.089858, -0.081950], [4.544972, -1.690461, -0.445552], [3.347228, -1.878140, -0.602128], [2.402537, -2.137574, 0.310358], [2.733875, -2.540950, 1.602300], [4.008430, -2.797571, 2.078629], [4.137848, -3.296769, 3.355926], [3.033895, -3.545073, 4.126534], [1.745796, -3.263897, 3.705305], [1.607993, -2.786555, 2.423925], [0.373553, -2.580956, 1.822920], [-0.810139, -2.539212, 2.504250], [-0.985489, -2.507264, 3.721207], [-1.910212, -2.855928, 1.532503], [-3.257777, -2.446721, 1.996865], [-4.190963, -2.075995, 1.130415], [-3.800259, -1.882098, -0.257938], [-2.549104, -2.166039, -0.699710], [-1.516864, -2.429031, 0.228497], [2.799061, -1.872118, -1.990207], [3.581131, -1.702701, -3.136014], [2.963778, -1.843851, -4.377691], [1.612923, -2.141388, -4.434363], [0.929727, -2.280486, -3.258823], [1.504169, -2.094577, -2.051537], [4.842774, -2.644812, 1.407640], [5.118053, -3.525527, 3.719639], [3.165446, -3.981220, 5.120513], [0.849834, -3.445745, 4.283833], [-3.463323, -2.671174, 3.039419], [-5.238752, -1.951181, 1.395041], [-4.534227, -1.696587, -1.006690], [-2.329132, -2.195684, -1.750794], [4.636645, -1.519925, -3.073946], [3.548513, -1.764198, -5.281340], [1.131937, -2.292214, -5.378762], [-0.130199, -2.580253, -3.239182], [0.541202, -0.032127, 1.220840], [-0.237713, 1.255353, 1.412408], [-1.523884, 1.374157, 0.124095], [-0.801613, 0.867152, -1.447615], [-0.181517, -0.493323, -1.319022], [-2.101929, 0.894260, -2.678867], [-1.658459, 0.765676, -3.992482], [-2.594125, 0.594751, -5.001323], [-3.946592, 0.530298, -4.701077], [-4.371220, 0.658971, -3.379143], [-3.443289, 0.850666, -2.368885], [0.342212, 2.139262, -1.984371], [1.717428, 1.954690, -1.915833], [2.547612, 2.987308, -2.339859], [2.022560, 4.180677, -2.800576], [0.643168, 4.363794, -2.838409], [-0.213599, 3.335941, -2.438521], [0.923614, 2.646056, 1.295644], [0.615825, 3.986556, 1.096913], [1.612162, 4.943570, 0.992815], [2.945535, 4.545857, 1.130006], [3.254027, 3.216756, 1.394154], [2.259019, 2.258728, 1.450620], [-1.173083, 1.507509, 2.920330], [-0.767280, 2.440327, 3.886105], [-1.492618, 2.578518, 5.071074], [-2.596627, 1.759559, 5.291849], [-2.995231, 0.834389, 4.326877], [-2.304451, 0.712454, 3.139502], [-1.986026, 2.375981, 0.071419], [-2.264960, 0.633990, 0.395777], [-0.607572, 0.807412, -4.254168], [-2.300782, 0.504734, -6.027552], [-4.668941, 0.395261, -5.500863], [-5.426194, 0.627709, -3.181935], [-3.779782, 0.916914, -1.336990], [2.138719, 1.052656, -1.511155], [3.629628, 2.875074, -2.276536], [2.660231, 5.020631, -3.084801], [0.231809, 5.293561, -3.193107], [-1.293723, 3.477951, -2.477943], [-0.408923, 4.288188, 0.977063], [1.363106, 5.976059, 0.832370], [3.747331, 5.260586, 1.022321], [4.283961, 2.913208, 1.533664], [2.470884, 1.208230, 1.585204], [0.127373, 3.035446, 3.744258], [-1.143117, 3.267299, 5.851072], [-3.164401, 1.839095, 6.217699], [-3.846424, 0.190760, 4.513122], [-2.600480, -0.039055, 2.434390], [-1.877580, -4.785324, 1.734540], [-2.490182, -5.480797, -0.069482], [-0.887185, -5.135296, -1.477002], [0.779920, -4.464315, -0.507689]],
  "forces_ev_per_angstrom": [[0.160, 0.224, -1.148], [0.296, 0.088, 0.027], [0.522, 0.265, -0.355], [-0.458, -0.152, 0.320], [-0.309, -0.112, 0.744], [-0.089, 0.156, -0.587], [0.324, -0.115, -0.172], [-0.293, -0.409, 1.564], [0.266, -0.253, -0.100], [0.212, 0.455, -0.097], [-0.101, 0.467, 0.058], [0.965, -1.021, 0.608], [-0.124, 0.360, -0.818], [-0.662, 0.123, 0.073], [-0.148, -0.557, 0.466], [-0.071, 0.532, -0.626], [0.533, -0.729, -0.597], [-0.245, 0.285, 1.995], [-0.803, 0.107, -0.561], [0.273, 0.360, -0.405], [-0.558, -0.296, -0.504], [0.587, 0.157, 0.716], [0.285, -0.068, -0.031], [-0.938, 0.003, 0.977], [-0.538, -0.626, -1.054], [0.017, 0.016, 0.348], [0.381, -0.118, 0.251], [0.019, 0.173, -0.248], [0.364, -0.038, 0.144], [0.004, 0.156, -0.089], [0.252, 0.143, 0.147], [-0.601, 0.122, -0.366], [0.333, 0.165, -0.221], [0.225, 0.052, 0.292], [0.037, 0.089, -0.094], [-0.289, -0.110, -0.271], [0.518, 0.276, -0.018], [-0.881, 1.146, 0.233], [0.745, -0.317, -0.118], [0.485, 0.658, -0.138], [-0.490, 0.197, 0.076], [-0.146, 0.060, -0.165], [0.899, -0.249, 0.045], [-0.432, -0.001, -0.505], [-0.138, -0.026, 0.152], [-0.074, 0.103, 0.366], [0.097, 0.125, -0.664], [-0.612, -0.140, 0.284], [-0.308, -0.247, 0.154], [-0.063, 0.604, -0.225], [0.580, -0.125, 0.170], [-0.335, 0.440, 0.078], [-0.288, -0.491, 0.078], [0.562, 0.486, -0.141], [0.339, -0.440, 0.033], [-0.144, -0.030, -0.195], [0.553, -0.588, 0.194], [-0.334, -0.105, 0.045], [0.263, 0.088, -0.112], [-0.474, 0.196, -0.048], [0.070, 0.044, 0.287], [-0.201, -0.221, 0.150], [0.223, -0.199, 0.081], [-0.097, 0.112, -0.072], [-0.184, 0.113, 0.283], [0.559, 0.374, 0.406], [0.199, -0.383, 0.058], [-0.379, -0.301, 0.002], [0.034, -0.014, 0.169], [0.304, -0.031, -0.341], [0.064, -0.008, 0.152], [-0.254, -0.037, 0.273], [0.075, 0.011, -0.180], [0.040, -0.344, 0.035], [-0.249, -0.075, -0.015], [-0.044, -0.417, 0.013], [-0.073, 0.181, -0.033], [0.235, -0.068, -0.036], [-0.372, 0.114, 0.035], [-0.076, 0.238, -0.126], [0.022, 0.146, 0.084], [0.015, 0.043, -0.061], [0.196, -0.063, 0.085], [-0.071, -0.041, -0.092], [-0.247, -0.251, -0.441], [0.177, -0.016, -0.167], [0.027, 0.029, 0.011], [-0.149, -0.249, -0.277], [0.156, -0.245, -0.617], [0.150, 0.311, 0.489], [0.333, 0.134, -0.098], [-0.633, -0.402, -0.021]],
  "mulliken_charge": [-0.997, -0.786, 0.050, 1.100, -0.058, -0.858, -0.734, -0.647, -0.783, 0.394, 1.320, -1.179, -0.770, 2.193, -1.245, -0.962, -0.995, -0.629, 1.179, 0.224, -0.819, -0.544, -0.869, -0.424, 0.734, 0.492, 0.444, 0.349, 0.520, 0.605, 0.471, 0.661, 0.410, 0.617, 0.459, 0.541, 0.244, 0.554, 0.431, -0.781, 0.540, 1.202, 0.558, -0.584, -0.834, -0.608, -0.731, -0.272, 0.607, -0.037, -0.759, -0.624, -0.792, -0.992, 0.657, -0.196, -0.806, -0.542, -0.595, -0.769, 0.472, -0.717, -0.728, -0.626, -0.800, 0.153, 0.825, 0.015, 0.383, 0.464, 0.407, 0.471, 0.296, 0.322, 0.455, 0.396, 0.441, 0.441, 0.414, 0.440, 0.412, 0.424, 0.362, 0.404, 0.392, 0.387, 0.448, -0.224, -0.074, -0.149, -0.115, -0.121]
}


No. 2
{
  "formula": "C43H36Cl2N3O2PS2SiTi",
  "method": "wB97M-V/def2-TZVPD",
  "total_charge": 0,
  "energy_ha": -5172.13244,
  "e_above_lowest_kj_mol": 37.81,
  "homo_lumo_gap_ev": 7.3,
  "max_force_ev_per_a": 0.6,
  "e_homo_ev": -7.65,
  "elements": ["Ti", "C", "Si", "C", "C", "N", "C", "C", "C", "C", "C", "C", "O", "C", "C", "C", "C", "C", "C", "H", "H", "H", "H", "H", "H", "H", "H", "H", "H", "H", "H", "H", "H", "H", "H", "H", "H", "S", "C", "C", "C", "C", "N", "C", "C", "C", "S", "C", "N", "H", "H", "O", "C", "C", "C", "C", "C", "C", "C", "P", "C", "C", "C", "C", "C", "C", "C", "C", "C", "C", "C", "C", "H", "H", "H", "H", "H", "H", "H", "H", "H", "H", "H", "H", "H", "H", "Cl", "C", "Cl", "H", "H"],
  "coordinates": [[0.042112, -0.367331, -0.593923], [2.828797, -1.266430, -4.305944], [1.213565, -1.452358, -3.382849], [0.097797, -0.056709, -3.914352], [0.306664, -3.021581, -3.848038], [1.437880, -1.295015, -1.629046], [2.397744, -2.139873, -1.020757], [2.977415, -3.237226, -1.661317], [3.972206, -3.998440, -1.065569], [4.424094, -3.682105, 0.202508], [3.843082, -2.623156, 0.884944], [2.829257, -1.898183, 0.287112], [2.187886, -0.850773, 0.933001], [2.169296, -0.856813, 2.328236], [1.667672, -1.954446, 3.009129], [1.560239, -1.891923, 4.388510], [1.950764, -0.747802, 5.073512], [2.458358, 0.336199, 4.373545], [2.573559, 0.284928, 2.990612], [2.646919, -1.447326, -5.368899], [3.624034, -1.936472, -3.984492], [3.191983, -0.244121, -4.199688], [0.181149, 0.050147, -4.999242], [0.339957, 0.912695, -3.472524], [-0.941477, -0.292241, -3.685449], [0.029586, -2.967118, -4.904756], [-0.614815, -3.096612, -3.264949], [0.860724, -3.947690, -3.701174], [2.645946, -3.515310, -2.649731], [4.388894, -4.840612, -1.601696], [5.209947, -4.257484, 0.672370], [4.159898, -2.375131, 1.888416], [1.346641, -2.826049, 2.453582], [1.153450, -2.737206, 4.928650], [1.857056, -0.703182, 6.150314], [2.759734, 1.231506, 4.901515], [2.936294, 1.138311, 2.432399], [-0.652717, -2.568737, 0.205263], [-1.485811, -2.303380, 1.717204], [-2.143479, -3.363310, 2.343996], [-2.796613, -3.191311, 3.554251], [-3.461140, -4.311033, 4.161692], [-3.982285, -5.215880, 4.640850], [-2.808054, -1.930574, 4.172498], [-2.147892, -0.874035, 3.561112], [-1.485800, -1.050118, 2.351966], [-0.615073, 0.309071, 1.668253], [-3.472170, -1.713827, 5.425309], [-3.984424, -1.529755, 6.437562], [-2.148716, -4.339336, 1.877452], [-2.137683, 0.095657, 4.041107], [-1.727155, -0.195097, -1.178357], [-1.389513, 1.101842, -1.179413], [-1.949941, 2.121586, -2.133989], [-2.211973, 2.187231, -3.500428], [-2.750388, 3.366847, -3.993401], [-3.040479, 4.457787, -3.168011], [-2.830545, 4.376842, -1.800984], [-2.309652, 3.191205, -1.308702], [-1.978900, 2.303478, 0.215715], [-1.044044, 3.408433, 1.298237], [-1.126491, 3.312496, 2.687152], [-0.440720, 4.208299, 3.487641], [0.343429, 5.199125, 2.907192], [0.425464, 5.302214, 1.527963], [-0.274886, 4.414952, 0.722665], [-3.539140, 1.897146, 1.010787], [-4.285542, 2.879014, 1.657702], [-5.495473, 2.547129, 2.245484], [-5.958633, 1.238680, 2.186777], [-5.216799, 0.262272, 1.537869], [-4.003893, 0.585390, 0.948339], [-2.010269, 1.364543, -4.166871], [-2.954127, 3.446218, -5.053833], [-3.456558, 5.357446, -3.601655], [-3.092262, 5.198831, -1.146027], [-1.724386, 2.533120, 3.138614], [-0.513318, 4.129226, 4.564094], [0.885012, 5.896098, 3.533458], [1.027927, 6.077329, 1.072788], [-0.217942, 4.506008, -0.355256], [-3.921905, 3.898617, 1.713460], [-6.074277, 3.307002, 2.753503], [-6.899947, 0.978510, 2.652975], [-5.576299, -0.757429, 1.496588], [-3.415084, -0.174318, 0.449163], [4.036419, 1.623098, -2.179188], [3.281367, 1.560392, -0.594624], [1.512988, 1.841333, -0.691606], [3.685770, 2.355532, 0.021297], [3.422967, 0.582838, -0.161651]],
  "forces_ev_per_angstrom": [[-0.039, -0.082, 0.457], [0.004, -0.004, -0.043], [0.024, 0.022, 0.204], [-0.037, 0.015, 0.004], [-0.005, -0.030, -0.042], [-0.155, -0.376, -0.139], [-0.109, 0.112, -0.240], [0.120, -0.050, -0.007], [-0.039, 0.029, -0.001], [0.035, -0.009, 0.036], [-0.033, 0.001, -0.024], [-0.005, -0.053, 0.068], [0.026, 0.159, -0.035], [-0.047, -0.109, -0.070], [0.005, 0.029, 0.018], [-0.007, -0.012, -0.009], [0.008, 0.015, 0.013], [0.001, 0.003, 0.002], [0.008, -0.004, 0.024], [-0.002, 0.009, -0.011], [-0.013, -0.011, 0.025], [0.009, 0.029, -0.013], [-0.005, 0.008, -0.013], [0.050, -0.011, -0.004], [0.015, -0.044, 0.027], [-0.021, -0.014, -0.002], [-0.004, 0.021, 0.010], [0.024, 0.005, 0.000], [-0.009, 0.009, -0.003], [0.006, -0.004, -0.005], [0.002, -0.004, -0.004], [-0.007, 0.004, 0.011], [-0.006, -0.001, -0.007], [0.002, 0.001, 0.006], [-0.003, 0.002, 0.004], [0.003, 0.003, 0.002], [0.010, -0.015, -0.037], [0.243, 0.076, 0.175], [-0.013, 0.077, -0.113], [-0.032, -0.022, -0.003], [-0.060, 0.039, 0.065], [0.021, 0.025, 0.017], [-0.016, -0.013, -0.008], [0.024, 0.024, -0.057], [-0.003, -0.065, -0.022], [0.044, 0.018, -0.046], [0.042, -0.057, 0.003], [0.036, -0.084, 0.012], [-0.030, 0.044, -0.005], [0.014, 0.011, -0.021], [-0.010, -0.001, 0.012], [-0.106, -0.039, -0.347], [0.002, 0.309, 0.509], [0.066, -0.053, -0.049], [-0.005, 0.050, 0.039], [-0.033, 0.083, 0.045], [0.014, -0.051, -0.085], [-0.002, -0.052, 0.025], [0.039, 0.076, -0.057], [-0.232, -0.135, -0.334], [-0.011, 0.010, 0.066], [0.030, 0.024, 0.010], [0.003, 0.000, -0.041], [-0.004, 0.005, 0.018], [0.018, 0.017, -0.019], [0.021, -0.028, -0.036], [0.044, -0.078, 0.022], [-0.024, 0.036, 0.027], [0.010, -0.017, 0.002], [-0.004, -0.010, -0.006], [-0.009, -0.006, 0.017], [0.002, -0.003, -0.019], [-0.008, 0.014, -0.008], [0.000, 0.003, -0.005], [0.001, 0.003, 0.000], [-0.002, -0.002, 0.004], [-0.014, -0.014, -0.007], [0.003, 0.008, 0.007], [0.002, 0.000, 0.008], [0.003, 0.005, 0.007], [-0.011, 0.000, 0.002], [0.016, -0.005, -0.014], [-0.003, 0.002, 0.001], [0.000, 0.005, 0.003], [-0.003, -0.006, 0.004], [-0.028, 0.020, -0.016], [-0.010, 0.036, -0.015], [-0.031, 0.148, -0.017], [0.164, 0.026, 0.013], [0.020, -0.030, 0.003], [0.017, -0.062, 0.035]],
  "mulliken_charge": [-0.396, -1.063, -0.183, -1.292, -1.273, 0.669, 0.389, -0.410, -1.292, -0.771, -0.850, 0.324, 0.704, -0.513, 0.088, -0.878, -0.709, -0.775, -0.144, 0.388, 0.365, 0.242, 0.579, 0.459, 0.195, 0.404, 0.301, 0.404, 0.280, 0.421, 0.433, 0.556, 0.639, 0.439, 0.431, 0.466, 0.330, -0.515, 1.070, -0.876, 0.705, -0.428, -0.557, 0.373, -0.991, 0.589, 0.427, -0.401, -0.570, 0.542, 0.472, -0.545, 1.745, 0.307, -0.693, -0.861, -0.725, -0.855, -0.356, 2.021, 0.559, -0.075, -0.913, -0.561, -0.991, -0.680, 0.547, -0.453, -0.836, -0.631, -0.782, -0.241, 0.507, 0.430, 0.456, 0.480, 0.354, 0.487, 0.420, 0.465, 0.486, 0.453, 0.432, 0.413, 0.494, 0.355, -0.150, 0.144, -0.047, 0.523, -0.481]
}